Entry 1:
C62H44CdN9 as an isolated structure. Source: OMol25; level of theory: the ωB97M-V functional and the def2-TZVPD basis.

Geometry (Å):
Cd  0.0630  -0.3098  0.1443
C  8.1847  0.7623  -0.2423
C  7.6301  0.2864  0.9366
C  6.2549  0.1255  1.0447
C  5.4157  0.4412  -0.0203
C  5.9823  0.9264  -1.1973
C  7.3559  1.0806  -1.3105
C  3.9379  0.2813  0.1060
C  3.1745  1.4660  0.4768
C  3.3370  2.3798  1.5052
C  2.1985  3.2316  1.5273
C  1.3913  2.8354  0.4852
N  1.9867  1.7828  -0.1284
C  -0.0085  3.0517  -0.0646
C  -0.8871  2.5119  1.0650
C  -1.5592  3.1917  2.1063
C  -2.1117  2.2166  2.9168
C  -1.7341  0.9592  2.3801
C  -2.0634  -0.3230  2.8964
C  -3.1673  -0.3614  3.8947
C  -2.9874  -0.9710  5.1353
C  -4.0225  -1.0231  6.0576
C  -5.2578  -0.4691  5.7528
C  -5.4480  0.1444  4.5216
C  -4.4099  0.2024  3.6042
C  -1.4904  -1.5470  2.5598
N  -0.3702  -1.6867  1.7667
C  -0.1735  -2.9816  1.5064
C  0.9166  -3.4570  0.6951
C  0.9473  -4.8933  0.3331
C  0.8833  -5.9170  1.2827
C  0.8982  -7.2524  0.9075
C  0.9931  -7.6079  -0.4314
C  1.0724  -6.6060  -1.3899
C  1.0398  -5.2721  -1.0115
C  1.9723  -2.6529  0.2365
C  3.2678  -3.2062  -0.1994
C  4.1182  -2.1797  -0.3374
C  3.3821  -0.9523  -0.0265
N  2.0613  -1.3013  0.2491
C  -1.2120  -3.7511  2.1608
C  -2.0038  -2.8621  2.8281
N  -0.9746  1.2032  1.2505
C  -0.3063  4.5068  -0.3992
C  0.7110  5.3243  -0.8865
C  0.4482  6.6228  -1.2935
C  -0.8419  7.1330  -1.2183
C  -1.8619  6.3275  -0.7366
C  -1.5961  5.0263  -0.3328
H  9.2571  0.8851  -0.3293
H  8.2689  0.0358  1.7747
H  5.8176  -0.2546  1.9600
H  5.3316  1.1780  -2.0261
H  7.7807  1.4520  -2.2350
H  4.1550  2.3842  2.2092
H  1.9878  4.0098  2.2425
H  -1.6319  4.2599  2.2282
H  -2.6966  2.3712  3.8104
H  -2.0195  -1.3946  5.3712
H  -3.8612  -1.4929  7.0200
H  -6.0662  -0.5097  6.4722
H  -6.4072  0.5833  4.2759
H  -4.5487  0.6938  2.6489
H  0.8467  -5.6554  2.3327
H  0.8530  -8.0218  1.6693
H  1.0102  -8.6506  -0.7228
H  1.1577  -6.8646  -2.4392
H  1.0912  -4.4917  -1.7637
H  3.4879  -4.2572  -0.3006
H  5.1676  -2.2215  -0.5854
H  -1.3401  -4.8206  2.1250
H  -2.8776  -3.0935  3.4173
H  1.7141  4.9228  -0.9666
H  1.2544  7.2386  -1.6746
H  -1.0497  8.1462  -1.5407
H  -2.8774  6.7025  -0.6925
H  -2.4022  4.3995  0.0225
N  -3.0027  1.4149  -1.2391
C  -3.0930  2.4103  -2.1804
C  -4.3510  2.9248  -2.5176
C  -4.4820  3.9787  -3.4032
C  -3.3522  4.5347  -3.9876
C  -2.1093  4.0028  -3.6794
C  -1.9380  2.9433  -2.7909
C  -0.5621  2.3953  -2.5957
C  0.1700  2.2137  -3.7758
C  1.5964  2.3049  -3.7222
C  2.2644  2.1253  -2.5644
C  1.4587  1.5167  -1.4562
C  0.0541  2.1448  -1.3515
H  -3.8144  0.8481  -1.0691
H  -2.1121  0.9491  -1.1505
H  -5.2291  2.4892  -2.0516
H  -5.4680  4.3649  -3.6350
H  -3.4337  5.3754  -4.6647
H  -1.2174  4.4382  -4.1124
H  -0.3335  2.2820  -4.7317
H  2.1256  2.6315  -4.6136
H  3.3088  2.3728  -2.4133
H  1.4362  0.4302  -1.6112
N  -0.9764  -2.9931  -3.2664
C  0.2461  -2.6067  -3.7749
C  0.6890  -1.6148  -2.9572
N  -0.2325  -1.3931  -1.9649
C  -1.2167  -2.2329  -2.1708
C  -2.4031  -2.2884  -1.3301
N  -2.6395  -1.4180  -0.3848
C  -3.8360  -1.7849  0.1720
C  -4.3282  -2.8896  -0.4564
N  -3.4004  -3.2093  -1.4215
H  -1.5496  -3.7335  -3.6265
H  0.6672  -3.0531  -4.6569
H  1.6019  -1.0473  -3.0242
H  -4.2580  -1.2431  1.0017
H  -5.2169  -3.4745  -0.3022
H  -3.4579  -3.9908  -2.0479

For the relative energy (zero: lowest compared OMol25 entry of this formula, charge and spin), the calculation gives 2.4315 eV. The LUMO energy comes out at 1.741 eV. The value obtained for the max |F| is 0.46 eV/Å. The HOMO-LUMO gap is 4.819 eV. The total charge is -1. As for the spin multiplicity: 1.

Entry 2:
A 3-piece molecular cluster, C27H58N2O5P overall in a non-equilibrium geometry. Source: OMol25; level of theory: the ωB97M-V functional and the def2-TZVPD basis.

Geometry (Å):
C  -0.7445  0.1250  4.6890
C  0.7838  0.1547  4.7918
C  1.3814  -1.2619  4.7622
P  2.9039  -1.3594  3.8395
O  3.4687  -2.8314  4.0327
C  4.1404  -0.2656  4.5650
C  5.1444  -1.0561  5.4145
O  6.1739  -1.6622  4.6802
C  2.6657  -1.1353  2.0664
C  2.7946  0.3156  1.5773
O  2.9131  0.4455  0.1960
C  1.9833  -0.2883  -0.6044
C  2.5696  -1.5926  -1.1388
H  -1.1009  0.9070  4.0351
H  -1.1969  0.2827  5.6541
H  -1.0894  -0.8216  4.3014
H  1.2055  0.8049  4.0350
H  1.0271  0.5794  5.7544
H  0.7136  -2.0124  4.3565
H  1.6205  -1.5855  5.7681
H  3.1866  -3.4004  3.2925
H  3.6513  0.4344  5.2292
H  4.6603  0.3189  3.8168
H  4.6075  -1.7829  6.0184
H  5.6098  -0.3731  6.1120
H  5.9352  -1.7597  3.7503
H  3.3602  -1.7965  1.5605
H  1.6736  -1.5162  1.8516
H  1.9844  0.9241  1.9822
H  3.7105  0.7175  1.9918
H  1.7732  0.3425  -1.4548
H  1.0297  -0.4410  -0.1098
H  3.6375  -1.5794  -0.9817
H  2.1370  -2.4325  -0.6105
H  2.3636  -1.7063  -2.1917
C  -1.6747  6.3402  2.6711
C  -1.5377  4.9718  1.9756
C  -2.1650  5.0302  0.5836
C  -3.6899  5.0938  0.6195
C  -4.2603  3.9369  1.4373
C  -3.6549  3.8128  2.8368
N  -2.1605  3.8842  2.7923
O  -1.6647  2.7372  2.4655
C  -4.2239  4.9055  3.7626
C  -4.0892  2.4870  3.4526
C  -0.0381  4.7255  1.8532
H  -0.9978  7.0569  2.2077
H  -2.6664  6.7762  2.5938
H  -1.4100  6.2706  3.7268
H  -1.8617  4.1467  0.0122
H  -1.7671  5.8954  0.0505
H  -4.0265  6.0509  1.0254
H  -4.0794  5.0438  -0.3983
H  -5.3420  4.0464  1.5305
H  -4.0893  3.0049  0.8887
H  -3.6840  4.9294  4.7099
H  -5.2693  4.6949  3.9847
H  -4.2039  5.9022  3.3308
H  -3.8381  1.6369  2.8209
H  -5.1697  2.4890  3.5838
H  -3.6296  2.3386  4.4315
H  0.4262  4.6450  2.8379
H  0.4226  5.5606  1.3287
H  0.1877  3.8219  1.2894
C  -2.3212  -3.4099  -5.3964
C  -0.9952  -2.6250  -5.4225
C  -0.6346  -2.2608  -6.8620
C  -0.1803  -3.4648  -7.6847
C  0.9707  -4.1914  -6.9905
C  0.6771  -4.5639  -5.5358
N  0.1083  -3.4039  -4.7821
O  1.0521  -2.6109  -4.3972
C  -0.2787  -5.7715  -5.4776
C  1.9673  -5.0291  -4.8698
C  -1.2574  -1.3548  -4.6212
H  -3.1501  -2.7379  -5.6161
H  -2.3785  -4.2030  -6.1365
H  -2.4992  -3.8437  -4.4117
H  0.1661  -1.5144  -6.8570
H  -1.4965  -1.7875  -7.3360
H  -1.0142  -4.1493  -7.8597
H  0.1463  -3.1286  -8.6698
H  1.2236  -5.0984  -7.5422
H  1.8575  -3.5506  -7.0242
H  -0.6223  -5.9435  -4.4569
H  0.2407  -6.6709  -5.8064
H  -1.1489  -5.6754  -6.1213
H  2.7622  -4.2906  -4.9506
H  2.3145  -5.9390  -5.3566
H  1.8070  -5.2496  -3.8130
H  -1.4826  -1.5899  -3.5792
H  -2.1141  -0.8325  -5.0439
H  -0.4126  -0.6692  -4.6452

The LUMO energy (spin up / spin down) comes out at -2.726 / -2.726 eV. The value obtained for the max |F| is 1.94 eV/Å. The HOMO-LUMO gap (spin up / spin down) is 7.322 / 8.310 eV. As for the expectation value of S²: 2.008. The total charge is +1. As for the spin multiplicity: 3.

Which of these has the lowest spin multiplicity? C62H44CdN9

The highest max |F| belongs to which entry? C27H58N2O5P

What is the total charge in the first record? -1